{
  "formula": "C23H15FN2O",
  "method": "ωB97M-V with the def2-TZVPD basis set",
  "smiles": "CC#Cn1c(=O)c(-c2ccc(F)cc2)c(-c2ccncc2)c2ccccc21",
  "lumo_energy_ha": -0.011,
  "e_tot_ev": -31835.7092,
  "relative_energy_ev": 1.0167,
  "elements": ["C", "C", "H", "F", "C", "C", "H", "H", "H", "H", "H", "C", "O", "H", "C", "C", "C", "C", "H", "H", "C", "C", "H", "H", "C", "H", "C", "C", "C", "C", "C", "H", "N", "H", "C", "C", "N", "C", "H", "C", "C", "C"],
  "positions_angstrom": [[-1.8210, -0.8095, -3.4574], [2.3036, 3.2329, -1.7539], [1.3103, 3.9731, 1.3690], [-2.5274, -5.4397, 1.2651], [-0.2430, -2.0557, 0.6113], [1.3019, 1.3051, -0.6480], [-1.4733, -1.3450, 2.3307], [-2.0648, 2.3057, 4.6735], [-1.8672, 0.0829, -1.5429], [0.5914, -3.2883, -1.0606], [2.8617, 3.5561, -2.6077], [0.9127, -0.8921, -3.1386], [1.2189, -0.7180, 2.6153], [-0.7224, -5.0316, -0.7567], [1.9009, 1.9477, -1.7888], [0.8011, -0.0951, 1.6089], [-1.2094, -2.1196, 1.6258], [0.7488, -0.0591, -0.8310], [1.8624, 1.4442, -2.7292], [1.9392, -1.0126, -2.9368], [2.2062, 3.8811, -0.5649], [0.4663, -0.7697, 0.3281], [-1.3072, 4.0792, 4.6002], [-0.6289, 2.9765, 5.6846], [1.5430, 3.3490, 0.5341], [0.8482, -1.7097, -5.1574], [-1.8604, -4.2642, 1.0447], [1.1527, 1.9844, 0.5619], [-2.0475, -3.2222, 1.8763], [-0.2668, 2.4217, 3.7517], [0.1591, -0.4682, -2.0716], [2.6644, 4.8645, -0.4859], [-1.0831, -1.3524, -4.4407], [-2.7500, -3.1335, 2.6578], [-1.1539, 2.9474, 4.6660], [-0.8857, -4.2727, -0.0121], [0.7607, 1.2888, 1.7287], [-1.1805, -0.3375, -2.2971], [-2.8492, -0.5795, -3.5260], [0.2495, -1.4210, -4.2728], [0.2661, 1.9153, 2.7712], [-0.1272, -3.1589, -0.2247]],
  "lowdin_charge": [-0.104, -0.103, 0.102, 0.037, -0.154, -0.063, 0.119, 0.099, 0.133, 0.135, 0.109, -0.019, 0.094, 0.113, -0.012, -0.320, -0.001, -0.062, 0.099, 0.109, -0.084, 0.001, 0.110, 0.101, 0.015, 0.112, -0.238, -0.101, 0.003, -0.083, -0.246, 0.112, 0.055, 0.112, -0.141, 0.009, 0.039, -0.003, 0.092, -0.114, -0.025, -0.038]
}


{
  "formula": "C23H16F4N8Rh",
  "method": "ωB97M-V with the def2-TZVPD basis set",
  "charge": 1,
  "lumo_energy_ha": [-0.122, -0.233],
  "spin_multiplicity": 5,
  "e_tot_ev": -49897.0003,
  "relative_energy_ev": 0.0571,
  "elements": ["C", "C", "C", "C", "H", "H", "F", "C", "N", "H", "H", "C", "N", "H", "C", "N", "H", "H", "C", "C", "C", "N", "H", "C", "F", "H", "N", "C", "C", "Rh", "C", "F", "H", "H", "N", "C", "N", "H", "N", "C", "C", "H", "C", "C", "H", "H", "F", "C", "C", "C", "C", "H"],
  "positions_angstrom": [[-4.3625, 6.7985, 3.5801], [-2.0577, 6.9746, 2.9836], [-2.9367, 0.4472, 2.2725], [3.0349, -1.0680, -0.2867], [4.9207, -1.9385, -0.6749], [3.7068, -3.6594, -2.0701], [-5.4588, 4.5276, 2.6841], [-0.3344, 0.9090, -1.3778], [3.9240, -1.9345, -0.8089], [-1.1306, 0.3852, -1.9340], [4.7523, 2.2533, 2.4043], [3.2367, 0.0729, 0.5905], [4.3757, 0.5921, 1.0934], [1.9856, 2.3895, -1.0573], [-3.0059, 1.8867, 2.5310], [1.8073, -1.3804, -0.6602], [1.5107, 3.7338, -2.0992], [2.0094, 2.4588, 2.2879], [-1.8553, 2.6474, 2.7625], [1.9107, -2.4958, -1.4543], [-4.2173, 2.5784, 2.5325], [-5.3065, 7.3591, 3.9351], [0.2555, 0.6532, -3.9103], [0.1750, 2.0354, -2.1990], [-5.3560, 1.9447, 2.3026], [1.2440, 2.1070, -4.0701], [-1.1450, 7.6567, 2.8016], [1.1330, 2.9476, -1.4440], [3.2174, -2.8555, -1.5517], [0.2719, -0.0503, 0.1443], [0.9075, 1.3402, -3.3706], [-0.6568, 2.0587, 2.8002], [-1.6629, 2.2128, -3.3680], [0.6285, 3.4259, -0.6026], [-0.7311, -0.7715, 1.8739], [-3.1812, 6.1478, 3.1778], [2.1866, 0.7509, 1.0039], [-0.6489, 3.6612, -3.3535], [-4.9809, -1.0995, 2.1120], [2.6657, 1.7535, 1.8099], [-1.9088, 4.0087, 2.9677], [1.7817, 0.7902, -3.0194], [-4.0841, -0.3793, 2.1732], [-1.0177, 2.8334, -2.7463], [-1.6154, 3.2597, -1.9392], [1.0471, -2.9638, -1.8915], [-0.7628, 4.6412, 3.1958], [-3.1201, 4.7072, 2.9644], [-4.2717, 3.9478, 2.7411], [-1.7375, -0.2050, 2.0583], [4.0206, 1.6656, 1.8807], [5.3153, 0.2669, 0.9431]],
  "lowdin_charge": [-0.160, -0.163, -0.095, -0.258, 0.168, 0.125, 0.151, -0.093, 0.132, 0.066, 0.125, -0.268, 0.132, 0.061, -0.020, 0.000, 0.092, 0.110, -0.140, -0.087, -0.137, 0.233, 0.089, -0.688, 0.148, 0.098, 0.224, -0.062, -0.047, 0.916, -0.039, 0.101, 0.089, 0.084, 0.092, -0.092, 0.015, 0.094, 0.227, -0.094, -0.142, 0.076, -0.163, -0.046, 0.086, 0.118, 0.132, -0.020, -0.135, -0.158, -0.045, 0.166]
}


{
  "formula": "C23H16IrO6P",
  "method": "ωB97M-V with the def2-TZVPD basis set",
  "charge": 3,
  "lumo_energy_ha": [-0.356, -0.517],
  "spin_multiplicity": 6,
  "e_tot_ev": -48488.0819,
  "relative_energy_ev": 0.0000,
  "elements": ["P", "O", "C", "C", "H", "C", "C", "H", "C", "H", "H", "H", "Ir", "C", "H", "C", "C", "C", "C", "H", "H", "H", "O", "H", "C", "C", "C", "H", "O", "C", "H", "O", "H", "C", "C", "O", "O", "H", "H", "C", "C", "C", "C", "C", "C", "C", "H"],
  "positions_angstrom": [[0.1047, 0.0697, 0.2995], [-0.6021, -0.9177, -3.0982], [-0.3308, -0.3705, 4.8415], [-0.3432, -1.5056, 4.0231], [-0.2560, -2.2519, 1.9888], [-1.2452, -4.5690, -0.0522], [2.0849, 0.9718, -1.3743], [-4.4105, 1.4989, -0.9748], [4.2665, 1.7426, -0.6808], [5.2350, 2.1793, -0.9314], [-1.3609, 4.5346, -1.3086], [2.4673, 0.6335, 2.0023], [-1.5048, -3.5230, -1.6786], [-0.1424, 1.0447, 2.8854], [3.5887, 1.6807, -2.7325], [-2.4143, 0.8918, -0.4494], [1.7501, 0.7133, -0.0364], [-3.3718, 1.8137, -0.8734], [-0.2398, 0.9036, 4.2714], [-0.2384, 1.7933, 4.9022], [-3.7554, 3.8530, -1.4942], [-0.0896, 2.0387, 2.4360], [3.3995, -0.9399, -4.1030], [-0.4294, -2.4995, 4.4624], [-3.3748, -3.1209, -1.4823], [-1.0782, 1.2942, -0.2999], [-0.2400, -1.3747, 2.6373], [1.5042, -1.6079, -3.0084], [-1.0580, -5.1698, 0.9205], [-1.3987, -4.8338, -3.0722], [4.6839, 1.6130, 1.4379], [-0.0867, -1.2465, -0.4341], [-2.6953, -0.1440, -0.2448], [-0.6991, 2.6047, -0.6214], [-0.1079, -0.0979, 2.0704], [-4.4955, -2.8467, -1.3508], [-1.3396, -5.6276, -3.9172], [0.3447, 2.9108, -0.5415], [-0.3953, -0.4803, 5.9249], [-0.8871, -1.8597, -2.4779], [3.3379, 1.4799, -1.6915], [2.7064, 0.8962, 0.9705], [-1.6643, 3.5181, -1.0575], [2.4854, -1.0494, -3.4064], [3.9553, 1.4334, 0.6459], [-3.0030, 3.1304, -1.1716], [1.3437, 0.7923, -2.1548]],
  "lowdin_charge": [0.811, 0.109, 0.041, 0.085, 0.124, -0.234, -0.120, 0.151, -0.007, 0.135, 0.160, 0.104, 1.208, 0.043, 0.130, 0.045, -0.292, 0.057, 0.057, 0.152, 0.150, 0.146, 0.115, 0.158, -0.251, -0.221, 0.049, 0.069, 0.169, -0.230, 0.129, -0.395, 0.134, 0.048, -0.234, 0.176, 0.207, 0.140, 0.150, -0.304, -0.038, -0.059, 0.089, -0.058, -0.028, 0.040, 0.090]
}


{
  "formula": "C23H17BrIN5O6S2Ti",
  "method": "ωB97M-V with the def2-TZVPD basis set",
  "charge": -2,
  "lumo_energy_ha": [0.164, 0.164],
  "e_tot_ev": -166794.8219,
  "relative_energy_ev": 0.0000,
  "elements": ["H", "C", "N", "C", "O", "N", "C", "H", "H", "H", "H", "I", "H", "H", "H", "H", "S", "C", "S", "C", "H", "C", "C", "C", "O", "C", "C", "N", "O", "H", "Br", "H", "H", "H", "C", "O", "O", "C", "C", "C", "C", "Ti", "C", "H", "N", "C", "C", "H", "C", "C", "O", "N", "C", "C", "C", "H"],
  "positions_angstrom": [[5.9712, -3.2345, -0.2273], [-1.5079, -2.7621, -0.5559], [-2.3299, -0.6528, -0.3037], [-1.9657, 3.8683, 0.4464], [-1.7804, 1.4437, -1.9969], [0.3425, -0.1964, 2.4190], [-3.3367, 5.8539, 0.2939], [0.9176, -0.6110, 3.1655], [-2.0260, -4.6747, -1.1777], [1.5918, -2.7529, -1.3672], [2.1166, -4.8262, 1.8978], [2.9781, 1.7952, 0.8397], [0.4659, -5.2040, -1.3779], [-3.9201, 6.6234, 0.7868], [4.3362, -4.5689, 0.8112], [-3.6254, 1.0380, -0.0375], [-1.1954, 2.6674, 1.5681], [5.8702, -1.1159, -0.4683], [-0.9151, 2.6246, -1.8940], [3.8767, -0.0287, 0.3708], [5.5192, 1.0117, -0.4673], [-4.5397, -0.9482, -0.0161], [5.1139, 0.0421, -0.2121], [3.2878, -1.2927, 0.7050], [-0.6213, 3.2888, -3.1417], [-3.5596, -0.0323, -0.1097], [-2.5998, -1.9834, -0.3153], [-3.9563, -2.2388, -0.0615], [0.2480, 2.2680, -1.0769], [-4.4148, -2.9373, -0.6283], [1.4957, -0.1778, -2.2841], [-3.6795, 6.6098, -1.6921], [-2.8200, 4.8410, 2.1261], [6.8394, -1.0259, -0.9454], [-3.2051, 5.8458, -1.0867], [0.1579, 3.1266, 1.7545], [-2.0319, 2.7017, 2.7486], [-2.7200, 4.8677, 1.0492], [3.6791, -3.7190, 0.9620], [4.1151, -2.4444, 0.5258], [-1.8364, 3.8582, -0.9470], [-0.3934, 0.0399, -0.4952], [2.4615, -3.8560, 1.5579], [0.6071, -2.8808, 2.0456], [-0.3587, -2.0567, -0.7623], [1.6146, -2.7439, 1.6722], [1.9653, -1.4849, 1.2302], [-2.3246, 4.8310, -2.7708], [0.8310, -0.4978, 1.2671], [5.3910, -2.3295, -0.0810], [-1.3614, 1.4124, 0.8164], [-1.3103, -4.1438, -0.7052], [0.5740, -3.0241, -1.1483], [0.0188, -4.2472, -1.1660], [-2.4561, 4.8512, -1.6978], [-5.5944, -0.8178, 0.1578]],
  "lowdin_charge": [0.097, -0.291, -0.045, -0.198, -0.360, 0.048, -0.101, 0.035, 0.113, 0.053, 0.095, 1.093, 0.089, 0.089, 0.095, 0.104, 0.467, -0.106, 0.448, -0.640, 0.072, -0.124, -0.191, -0.169, -0.318, -0.118, -0.284, 0.048, -0.506, 0.112, 0.146, 0.089, 0.103, 0.090, -0.103, -0.369, -0.327, -0.071, -0.071, -0.176, -0.200, 0.740, -0.097, 0.116, -0.079, -0.072, -0.213, 0.101, -0.419, -0.067, -0.451, 0.049, -0.204, -0.132, -0.073, 0.084]
}


{
  "formula": "C23H17ClN7O4PdSSe2",
  "method": "ωB97M-V with the def2-TZVPD basis set",
  "charge": -1,
  "lumo_energy_ha": [0.030, 0.030],
  "e_tot_ev": -200277.7533,
  "relative_energy_ev": 3.5644,
  "elements": ["C", "C", "H", "H", "N", "Se", "H", "C", "C", "C", "O", "C", "H", "C", "H", "Pd", "H", "Se", "C", "C", "N", "C", "C", "N", "N", "C", "Cl", "C", "O", "H", "C", "C", "N", "N", "O", "H", "H", "C", "H", "H", "O", "H", "C", "C", "C", "N", "H", "C", "H", "H", "H", "C", "C", "C", "S", "H"],
  "positions_angstrom": [[-5.2790, -0.6022, -1.2223], [-2.7231, 2.0956, 4.4962], [-0.4527, 2.9042, -6.6402], [-1.5415, -2.0624, -2.0165], [-1.3993, -0.8116, -4.1237], [2.2214, 1.3714, -3.2848], [2.2546, -2.9625, -4.3345], [-0.6696, 1.8446, -6.6127], [0.7510, -2.6758, -1.2604], [-4.4398, -0.1145, -0.2157], [1.1028, 0.5995, 2.3446], [-0.9038, 1.2383, -5.3876], [-6.0751, -1.2411, -0.8623], [-5.2772, -0.3772, -2.6142], [-2.6904, 1.4351, -3.8170], [0.6788, -0.4389, 0.6190], [-1.3845, -1.9317, -6.4613], [2.0990, -2.2301, 1.1566], [-0.6764, 1.1038, -7.7842], [1.8006, -2.5235, -3.4558], [0.6298, -1.3679, -1.1264], [0.1958, 1.0604, 3.0808], [1.2054, -0.5551, -2.0831], [-2.7128, 1.0004, 1.0091], [-1.4089, 0.7380, 1.2764], [-1.1750, -0.8699, -6.5080], [-4.9215, 2.0747, 2.0110], [-4.3806, 0.2349, -3.4408], [-3.8698, 2.3280, 4.8054], [-2.5726, -0.9535, -1.1628], [1.3027, -3.2755, -2.4531], [-3.3072, 1.5490, 2.0867], [1.3135, 0.7355, -1.8891], [-2.2006, -1.3011, -2.0577], [0.3823, 1.5452, 4.2089], [-0.9162, -0.8564, -8.6281], [-0.8136, 1.8174, -4.4797], [-2.3920, 1.6295, 3.1136], [-6.1474, -0.7820, -3.1252], [-1.0311, -1.7545, -4.1063], [-1.7242, 2.2353, 5.3447], [0.3539, -3.2870, -0.4606], [-2.1693, -0.4712, -3.0677], [-1.1794, -0.1202, -5.3364], [-3.0378, 0.7435, -3.0523], [2.3960, -0.2254, -4.0745], [-4.6302, -0.5369, 0.7704], [-3.3483, 0.7166, -0.2407], [-4.6221, 0.3356, -4.4911], [-0.4810, 1.5829, -8.7339], [1.3344, -4.3556, -2.5054], [-1.2073, 1.1078, 2.5313], [1.8171, -1.0907, -3.2806], [-0.9169, -0.2617, -7.7244], [-2.8213, 1.7755, -1.5422], [-0.8251, 1.9702, 4.9247]],
  "lowdin_charge": [-0.138, -0.522, 0.108, 0.103, 0.149, 1.058, 0.110, -0.070, -0.328, -0.182, -0.162, -0.047, 0.078, -0.149, 0.067, 0.554, 0.115, 0.066, -0.089, -0.027, -0.201, -0.560, -0.499, -0.158, 0.108, -0.020, 0.810, -0.141, 0.045, 0.090, -0.064, -0.593, -0.237, 0.235, 0.044, 0.103, 0.101, -0.048, 0.094, 0.146, 0.101, 0.028, -0.308, -0.231, -0.523, -0.231, 0.111, -0.606, 0.091, 0.101, 0.106, -0.128, -0.418, -0.082, 0.997, 0.041]
}


{
  "formula": "C23H17N3",
  "method": "ωB97M-V with the def2-TZVPD basis set",
  "lumo_energy_ha": -0.082,
  "e_tot_ev": -28595.2138,
  "elements": ["C", "H", "C", "N", "H", "H", "C", "C", "C", "C", "C", "C", "C", "C", "H", "H", "H", "H", "N", "H", "C", "H", "C", "C", "C", "H", "H", "N", "H", "H", "H", "H", "C", "H", "H", "C", "C", "C", "C", "C", "C", "C", "C"],
  "positions_angstrom": [[-0.5117, -0.8540, -1.9879], [1.3917, 1.4078, -0.2709], [-2.7517, 0.5801, 2.9516], [2.1951, -0.3400, 2.7440], [-0.7334, 2.4620, -1.0895], [3.6341, 0.4493, 0.2198], [1.5208, 0.5927, 2.5018], [1.6040, -1.8430, -1.3492], [1.4777, 2.9780, 2.4163], [3.3180, -0.5083, -0.2038], [1.1047, 0.4750, -0.7490], [-1.3618, 0.5614, 2.7951], [3.7507, -2.8267, -0.7588], [2.4869, -2.9354, -1.3295], [-2.0325, -1.9389, -3.0782], [-4.5600, 1.7743, 2.8932], [-0.7919, -0.3644, 2.9351], [4.3932, -3.7069, -0.7352], [2.0692, 3.9753, 2.6045], [5.1716, -1.5233, 0.2185], [-1.7481, -0.9785, -2.6357], [2.1962, -3.8994, -1.7556], [4.1717, -1.5983, -0.2105], [-0.1309, 0.4031, -1.3929], [2.0102, -0.5891, -0.7545], [-0.3103, -3.0372, -3.6263], [-1.0207, -3.5124, -2.0604], [0.3644, -1.9207, -1.9510], [-3.2741, -0.3547, 3.1749], [-0.8593, 3.9325, 2.3022], [-2.9417, 2.1878, -2.2439], [-3.3397, 3.9129, 2.4350], [-1.0375, 1.4953, -1.5011], [-3.5830, -0.0317, -3.2039], [0.6416, -3.9611, -2.4578], [-2.6174, 0.1028, -2.7125], [-1.3956, 2.9846, 2.4294], [-0.6612, 1.7644, 2.5036], [-2.2536, 1.3462, -2.1529], [-3.4685, 1.7768, 2.8064], [-0.1027, -3.1766, -2.5580], [-2.7883, 2.9756, 2.5476], [0.7739, 1.7631, 2.2899]],
  "lowdin_charge": [-0.115, 0.125, -0.108, 0.127, 0.132, 0.130, -0.285, -0.098, -0.273, -0.010, 0.093, -0.048, -0.034, -0.013, 0.102, 0.091, 0.100, 0.117, 0.110, 0.116, -0.018, 0.098, -0.054, -0.112, -0.117, 0.110, 0.112, -0.006, 0.096, 0.102, 0.114, 0.097, 0.016, 0.117, 0.069, -0.037, -0.049, -0.218, -0.053, -0.127, -0.005, -0.107, -0.287]
}